[1]
Here is a cluster of 3 separate species, C16H42N2O11P3 in total from OMol25. Energies are from ωB97M-V with the def2-TZVPD basis set.

Structure (XYZ):
```
74
Properties=species:S:1:pos:R:3
N -4.312 2.989 -3.563
P -4.650 1.404 -3.557
O -6.112 1.125 -4.503
O -4.954 0.910 -1.906
N -3.339 0.509 -4.365
C -2.820 1.178 -5.647
C -2.099 -0.057 -6.508
O -0.897 -0.430 -5.748
C -1.212 -0.876 -4.382
C -2.123 0.227 -3.515
H -5.099 3.416 -4.142
H -5.748 1.025 -5.447
H -4.314 0.191 -1.628
H -3.715 -0.432 -4.681
H -1.915 1.883 -5.326
H -3.655 1.734 -6.249
H -2.872 -0.937 -6.665
H -1.823 0.354 -7.587
H -0.165 -0.987 -3.822
H -1.782 -1.899 -4.314
H -1.494 1.209 -3.273
H -2.384 -0.308 -2.509
O 1.254 1.540 -1.184
P 2.473 1.178 -0.301
O 3.183 2.665 -0.551
C 2.438 3.864 -0.366
C 2.344 4.252 1.096
O 3.306 0.368 -1.495
C 2.612 -0.221 -2.584
C 2.529 0.741 -3.758
O 3.835 0.774 0.687
C 4.651 1.667 1.415
C 4.170 1.778 2.846
H 1.437 3.794 -0.799
H 2.963 4.653 -0.912
H 1.823 3.482 1.671
H 1.806 5.195 1.214
H 3.342 4.374 1.536
H 1.621 -0.567 -2.270
H 3.172 -1.112 -2.888
H 2.170 1.729 -3.462
H 1.866 0.347 -4.534
H 3.522 0.892 -4.195
H 4.759 2.647 0.950
H 5.660 1.239 1.420
H 3.106 2.020 2.893
H 4.738 2.543 3.383
H 4.301 0.823 3.365
O 0.260 -2.738 2.183
P 0.425 -2.396 3.684
O -1.218 -2.469 3.951
C -1.976 -3.588 3.505
C -1.858 -4.766 4.451
O 0.508 -0.746 3.468
C 0.951 -0.203 2.233
C -0.225 0.070 1.309
O 0.609 -2.014 5.361
C -0.252 -2.386 6.416
C 0.237 -3.657 7.077
H -1.698 -3.892 2.493
H -3.022 -3.268 3.460
H -0.822 -5.111 4.517
H -2.479 -5.599 4.114
H -2.180 -4.492 5.463
H 1.691 -0.860 1.764
H 1.462 0.740 2.452
H -0.896 -0.788 1.223
H 0.124 0.342 0.309
H -0.831 0.896 1.700
H -1.301 -2.461 6.126
H -0.216 -1.576 7.153
H 0.401 -4.451 6.346
H -0.482 -4.000 7.827
H 1.196 -3.481 7.575
```

Properties
HOMO ... -11.9 eV
Net charge ... +1
LUMO level ... -0.139 Eh
DFT total energy ... -2595.606040 Eh
Orbital gap ... 0.2971 hartree
Largest force on an atom ... 9.84 eV/Å

=====

[2]
Here is a cluster of 10 separate species, H21O10 in total from OMol25. Energies are from ωB97M-V with the def2-TZVPD basis set.

Structure (XYZ):
```
31
Properties=species:S:1:pos:R:3
O -31.974 8.514 5.398
H -32.701 8.279 6.053
H -31.712 7.658 4.924
H -31.910 9.217 4.689
O -32.922 10.582 4.501
H -33.246 11.261 4.997
H -33.022 11.143 3.782
O -30.477 11.255 5.740
H -30.105 10.480 5.137
H -31.329 11.148 5.418
O -34.590 8.482 4.380
H -34.927 7.606 4.515
H -34.701 8.650 3.494
O -32.506 6.323 2.895
H -32.131 6.517 3.788
H -32.077 7.020 2.320
O -30.913 8.260 3.171
H -31.572 8.080 2.469
H -30.325 8.794 2.618
O -33.505 8.109 7.700
H -32.871 8.052 8.302
H -33.759 9.090 7.780
O -31.301 5.842 4.846
H -31.673 5.131 5.445
H -30.497 5.467 4.759
O -28.896 8.836 5.465
H -28.804 8.631 6.378
H -28.801 7.887 5.109
O -32.102 10.362 8.039
H -31.662 10.518 7.211
H -31.742 10.596 8.699
```

Properties
Energy above the lowest of the compared OMol25 structures with the same formula, charge and spin ... 5.958 eV
HOMO ... -14.3 eV
Net charge ... +1
LUMO level ... -0.122 Eh
DFT total energy ... -764.564881 Eh
Orbital gap ... 0.4041 hartree
Largest force on an atom ... 17.36 eV/Å

=====

[3]
Here is the ion C5H7N2O with charge +1 from OMol25. Energies are from ωB97M-V with the def2-TZVPD basis set.

Structure (XYZ):
```
15
Properties=species:S:1:pos:R:3
C 0.294 0.581 1.975
C -0.124 2.097 2.052
C -0.759 0.061 -1.136
C 0.501 -0.819 -1.573
C 0.480 -0.084 -0.337
N -0.970 1.174 1.567
N 0.956 0.061 0.836
O 0.157 3.195 2.297
H 0.317 -0.080 2.853
H -0.912 0.834 -1.940
H -1.644 -0.240 -0.699
H 0.569 -1.899 -1.322
H 1.220 -0.565 -2.409
H -1.903 0.989 1.946
H 1.886 -0.377 0.910
```

Properties
SMILES ... O=C1N[C@H]1[NH+]=C1CC1
Energy above the lowest of the compared OMol25 structures with the same formula, charge and spin ... 3.343 eV
HOMO ... -14.0 eV
Net charge ... +1
LUMO level ... -0.170 Eh
DFT total energy ... -379.079848 Eh
Orbital gap ... 0.3449 hartree
Largest force on an atom ... 3.83 eV/Å

=====

[4]
Here is the molecule C3H5NO2 from OMol25. Energies are from ωB97M-V with the def2-TZVPD basis set.

Structure (XYZ):
```
11
Properties=species:S:1:pos:R:3
C -1.664 0.059 -0.095
C -0.303 0.589 0.206
O 0.031 1.748 0.311
N 0.630 -0.424 0.220
C 1.949 -0.164 -0.057
O 2.624 -1.057 -0.501
H -1.541 -0.361 -1.114
H -2.386 0.872 -0.069
H -1.938 -0.760 0.580
H 0.374 -1.381 0.007
H 2.317 0.853 0.133
```

Properties
SMILES ... CC(=O)NC=O
Energy above the lowest of the compared OMol25 structures with the same formula, charge and spin ... 0.205 eV
HOMO ... -10.2 eV
Net charge ... 0
LUMO level ... 0.025 Eh
DFT total energy ... -322.566789 Eh
Orbital gap ... 0.3987 hartree
Largest force on an atom ... 0.90 eV/Å